(1)
{
  "formula": "C15H20N2OS",
  "method": "wB97M-V/def2-TZVPD",
  "homo_energy_ev": -8.2531,
  "fmax_ha_per_bohr": 0.0171,
  "de_lowest_kcal_mol": 4.0,
  "lumo_ha": 0.0113,
  "smiles": "CC(=O)c1cccc(NC(=S)NC2CCCCC2)c1",
  "homo_lumo_gap_ev": 8.56,
  "e_tot_ev": -31743.497,
  "symbols": ["C", "C", "O", "C", "C", "C", "C", "C", "N", "C", "S", "N", "C", "C", "C", "C", "C", "C", "C", "H", "H", "H", "H", "H", "H", "H", "H", "H", "H", "H", "H", "H", "H", "H", "H", "H", "H", "H", "H"],
  "xyz": [[-5.14545, -2.27474, -0.41495], [-5.52493, -0.85124, -0.07803], [-6.67943, -0.53411, 0.10013], [-4.42508, 0.14250, 0.02353], [-4.76892, 1.47082, 0.28024], [-3.78444, 2.43172, 0.39134], [-2.44902, 2.09934, 0.24815], [-2.08878, 0.78077, -0.02124], [-0.77099, 0.34308, -0.15987], [0.39777, 1.01801, -0.37623], [0.53450, 2.65143, -0.57374], [1.48034, 0.21453, -0.46209], [2.83501, 0.69835, -0.62970], [3.67169, -0.34247, -1.37409], [3.96350, -1.57390, -0.51775], [4.62121, -1.17277, 0.79913], [3.73716, -0.19041, 1.56160], [3.47507, 1.05320, 0.71827], [-3.08340, -0.19069, -0.12436], [-4.61706, -2.30889, -1.36500], [-4.50345, -2.68432, 0.36204], [-6.04829, -2.87593, -0.48400], [-5.81307, 1.71911, 0.39084], [-4.05123, 3.45717, 0.59645], [-1.69054, 2.85704, 0.34000], [-0.69554, -0.66699, -0.20548], [1.38492, -0.76385, -0.23359], [2.75871, 1.61087, -1.23183], [4.61644, 0.12440, -1.65614], [3.15653, -0.63462, -2.29171], [4.61926, -2.24898, -1.07103], [3.04043, -2.12238, -0.30969], [4.80616, -2.06061, 1.40719], [5.58450, -0.70232, 0.59150], [4.22300, 0.09882, 2.49505], [2.79027, -0.67079, 1.82100], [4.41757, 1.56769, 0.52574], [2.81815, 1.74415, 1.24882], [-2.79256, -1.21300, -0.32051]]
}

---

(2)
{
  "formula": "C5H10N3",
  "method": "wB97M-V/def2-TZVPD",
  "homo_energy_ev": -12.6713,
  "fmax_ha_per_bohr": 0.0695,
  "de_lowest_kcal_mol": 86.7,
  "lumo_ha": -0.1277,
  "smiles": "C1=N\\CN/C=[NH+]\\CC/1",
  "total_charge": 1,
  "homo_lumo_gap_ev": 9.20,
  "e_tot_ev": -9807.989,
  "symbols": ["C", "N", "C", "N", "C", "N", "C", "C", "H", "H", "H", "H", "H", "H", "H", "H", "H", "H"],
  "xyz": [[0.63554, -1.58044, 0.19089], [-0.61772, -1.53026, 0.07530], [-1.90133, -1.01155, -0.19866], [-1.89084, 0.46650, -0.06645], [-0.97774, 1.40796, 0.20468], [0.34137, 1.50767, 0.14956], [1.43502, 0.79620, -0.48708], [1.86101, -0.55605, 0.09170], [0.95327, -2.53561, 0.49351], [-2.64241, -1.51568, 0.65152], [-2.02992, -1.50207, -1.22226], [-2.81746, 0.83151, 0.14114], [-1.37965, 2.25188, 0.63384], [0.48405, 2.35459, 0.61287], [2.41570, 1.52191, -0.39644], [1.10562, 0.61848, -1.50813], [2.59410, -1.19341, -0.45017], [2.43139, -0.33164, 1.08418]]
}

---

(3)
{
  "formula": "C3H6N2O",
  "method": "wB97M-V/def2-TZVPD",
  "homo_energy_ev": -10.1142,
  "fmax_ha_per_bohr": 0.1364,
  "de_lowest_kcal_mol": 125.0,
  "lumo_ha": 0.0247,
  "smiles": "CON(C)C#N",
  "homo_lumo_gap_ev": 10.79,
  "e_tot_ev": -8231.278,
  "symbols": ["C", "O", "N", "C", "C", "N", "H", "H", "H", "H", "H", "H"],
  "xyz": [[-1.10484, -0.35356, 1.58596], [0.12433, -0.00576, 0.95122], [0.07268, 0.07571, -0.47415], [1.13453, -0.60635, -1.19667], [0.02303, 1.71262, -0.89546], [-0.00363, 2.84202, -1.00240], [-1.56028, 0.51548, 2.05066], [-0.90257, -1.15298, 2.40414], [-1.87687, -0.65031, 0.89009], [1.00107, -0.21101, -2.14598], [2.13408, -0.45939, -0.70783], [0.95848, -1.70649, -1.45957]]
}

---

(4)
{
  "formula": "C23H21CoN4O",
  "method": "wB97M-V/def2-TZVPD",
  "homo_energy_ev": [-11.2125, -11.1696],
  "fmax_ha_per_bohr": 0.0141,
  "lumo_ha": [-0.1280, -0.1288],
  "s2": 0.790,
  "spin_multiplicity": 2,
  "total_charge": 1,
  "homo_lumo_gap_ev": [7.73, 7.66],
  "e_tot_ev": -69818.573,
  "symbols": ["Co", "C", "C", "C", "C", "C", "C", "N", "N", "C", "C", "C", "C", "C", "C", "H", "H", "H", "H", "H", "H", "H", "H", "H", "O", "N", "C", "C", "C", "C", "C", "H", "H", "H", "H", "H", "C", "C", "C", "C", "N", "C", "C", "H", "H", "H", "H", "H", "H", "H"],
  "xyz": [[0.35956, -0.35994, -0.03351], [-0.36833, -5.38104, -1.79246], [-0.61323, -4.62554, -2.93325], [-0.37033, -3.26429, -2.93786], [0.12517, -2.66254, -1.78313], [0.36598, -3.41306, -0.63709], [0.12210, -4.77542, -0.64525], [0.37119, -1.27951, -1.70580], [0.54571, -0.63865, -2.76808], [0.72323, 0.72199, -2.50320], [0.89121, 1.63495, -3.53777], [0.99079, 2.97897, -3.21678], [0.91263, 3.39136, -1.89098], [0.74556, 2.46605, -0.85994], [0.66246, 1.11323, -1.15057], [-0.56200, -6.44501, -1.79968], [-1.00001, -5.10415, -3.82268], [-0.55930, -2.66141, -3.81413], [0.78065, -2.93730, 0.24770], [0.31944, -5.36663, 0.23847], [0.93372, 1.29243, -4.56340], [1.12643, 3.71186, -4.00057], [0.98728, 4.44614, -1.65844], [0.67999, 2.81966, 0.16360], [-1.63136, -0.37459, 0.35001], [-2.40078, 0.59726, -0.10696], [-3.13632, 1.29615, 0.77630], [-3.97479, 2.30200, 0.35095], [-4.06141, 2.59841, -1.00002], [-3.30091, 1.85962, -1.89237], [-2.47941, 0.85867, -1.42523], [-3.00553, 0.99547, 1.80406], [-4.55261, 2.84400, 1.08513], [-4.71428, 3.38461, -1.35102], [-3.33973, 2.04669, -2.95559], [-1.86700, 0.23240, -2.05047], [2.92691, 0.79509, 5.65880], [2.35877, 0.49573, 4.30663], [1.41317, -0.50634, 4.11402], [0.90554, -0.73336, 2.85120], [1.29270, -0.03447, 1.77763], [2.20500, 0.93291, 1.95221], [2.75128, 1.22219, 3.18366], [2.65936, 0.02819, 6.38223], [2.54801, 1.75304, 6.01931], [4.01303, 0.87106, 5.61318], [1.06907, -1.10803, 4.94415], [0.15674, -1.50008, 2.68627], [2.50627, 1.47136, 1.06355], [3.48834, 2.00982, 3.26714]]
}

---

(5)
{
  "formula": "C39H53FN9OS2Y",
  "method": "wB97M-V/def2-TZVPD",
  "homo_energy_ev": -12.6479,
  "fmax_ha_per_bohr": 0.0117,
  "de_lowest_kcal_mol": 32.8,
  "lumo_ha": -0.1906,
  "total_charge": 2,
  "homo_lumo_gap_ev": 7.46,
  "e_tot_ev": -82187.371,
  "symbols": ["Y", "C", "C", "N", "C", "C", "N", "C", "C", "N", "C", "C", "N", "C", "C", "C", "C", "C", "C", "C", "N", "H", "H", "H", "H", "H", "H", "H", "H", "H", "H", "H", "H", "H", "H", "H", "H", "H", "H", "H", "H", "H", "H", "H", "S", "C", "N", "C", "C", "N", "C", "C", "C", "C", "C", "C", "C", "C", "S", "C", "C", "C", "C", "C", "C", "C", "H", "H", "H", "H", "H", "H", "H", "H", "H", "H", "H", "H", "H", "H", "H", "H", "H", "H", "C", "N", "C", "C", "C", "N", "C", "C", "O", "H", "H", "H", "H", "H", "H", "H", "H", "H", "H", "H", "H", "F"],
  "xyz": [[-1.39021, -0.65629, 2.53300], [-3.62114, 3.38487, 2.83251], [-3.14688, 1.98648, 2.59279], [-2.39691, 1.30567, 3.36811], [-1.82211, 1.72417, 4.64719], [-1.63317, 0.51920, 5.62183], [-1.35223, -0.75057, 4.92346], [-0.52800, -1.82092, 5.52049], [0.42845, -2.56402, 4.51678], [0.17821, -2.40251, 3.05117], [-0.10443, -3.58769, 2.18482], [-1.52058, -3.66161, 1.57588], [-1.97672, -2.37167, 1.06353], [-2.97210, -2.19757, 0.28794], [-3.73201, -3.27605, -0.41300], [-3.56631, -0.80157, 0.25016], [-4.73295, -0.49516, -0.44425], [-5.33337, 0.73477, -0.23387], [-4.80954, 1.61723, 0.70434], [-3.65175, 1.24713, 1.36842], [-3.03472, 0.09649, 1.08422], [-2.97615, 3.90879, 3.53279], [-4.63309, 3.37345, 3.24456], [-3.65281, 3.94422, 1.89829], [-2.41475, 2.48864, 5.15244], [-0.84255, 2.15472, 4.42458], [-2.53908, 0.41634, 6.22304], [-0.82212, 0.76168, 6.31011], [-2.26565, -1.17607, 4.74249], [-1.18495, -2.56061, 5.98019], [0.08642, -1.41379, 6.32525], [0.42650, -3.62532, 4.76794], [1.44198, -2.21055, 4.69975], [1.01466, -1.97156, 2.66873], [0.07284, -4.51228, 2.73752], [0.61470, -3.55369, 1.36571], [-2.24224, -3.94825, 2.34723], [-1.51062, -4.45069, 0.82025], [-3.14846, -4.18899, -0.48943], [-4.01007, -2.96893, -1.41988], [-4.64775, -3.49624, 0.14164], [-5.18212, -1.20344, -1.12332], [-6.24044, 0.98779, -0.76582], [-5.31696, 2.54402, 0.92889], [0.60301, -0.65926, -0.05991], [0.77228, -0.24249, -1.66854], [1.94291, -0.14341, -2.28188], [2.02203, 0.45831, -3.61710], [1.01193, 1.57738, -3.68637], [-0.30972, 1.01058, -3.43182], [-1.37665, 1.40369, -4.35887], [-1.08113, 0.94360, -5.76710], [-0.86512, -0.40756, -6.03004], [-0.57751, -0.82855, -7.31808], [-0.50748, 0.09434, -8.35425], [-0.72483, 1.43838, -8.09814], [-1.00591, 1.86195, -6.80554], [-0.44376, 0.02978, -2.54163], [-1.76414, -0.95370, -2.39095], [3.21034, -0.61161, -1.71364], [3.89281, -1.55903, -2.66938], [3.23023, -2.71219, -3.08289], [3.83981, -3.58768, -3.96507], [5.11932, -3.31942, -4.43748], [5.78306, -2.17524, -4.02703], [5.16795, -1.29336, -3.14702], [1.82698, -0.28849, -4.39032], [3.03578, 0.83022, -3.75547], [1.00281, 2.01815, -4.68129], [1.24068, 2.36214, -2.95844], [-1.45223, 2.49281, -4.32850], [-2.30466, 0.97702, -3.98788], [-0.93938, -1.13087, -5.22586], [-0.41698, -1.87981, -7.51788], [-0.28672, -0.23609, -9.36028], [-0.67397, 2.16010, -8.90220], [-1.17451, 2.91471, -6.60839], [2.98730, -1.09256, -0.76548], [3.84382, 0.25760, -1.51651], [2.23188, -2.92187, -2.71185], [3.32170, -4.48272, -4.28284], [5.59663, -4.00431, -5.12521], [6.77871, -1.96461, -4.39365], [5.68842, -0.39632, -2.83094], [0.45074, 2.80556, 0.79900], [1.46199, 2.61780, 1.82363], [2.58107, 3.55704, 1.77268], [3.77963, 3.00159, 2.50965], [3.33858, 2.53210, 3.87826], [2.24536, 1.57231, 3.74487], [2.11478, 0.59336, 4.80521], [1.35336, 1.62918, 2.73641], [0.41181, 0.79540, 2.64773], [0.83369, 2.50386, -0.17857], [0.17727, 3.86178, 0.76322], [-0.42938, 2.21200, 1.02251], [2.27163, 4.51962, 2.19211], [2.82055, 3.72167, 0.72069], [4.54691, 3.76854, 2.60258], [4.20576, 2.16232, 1.95617], [3.02042, 3.37804, 4.49658], [4.15577, 2.03215, 4.39741], [2.87948, -0.18356, 4.72012], [1.12914, 0.14238, 4.76451], [2.23840, 1.08986, 5.76880], [-3.14145, -1.58221, 3.30368]]
}

---

(6)
{
  "formula": "CH8N2S2",
  "method": "wB97M-V/def2-TZVPD",
  "homo_energy_ev": -8.9505,
  "fmax_ha_per_bohr": 0.0971,
  "de_lowest_kcal_mol": 21.6,
  "lumo_ha": 0.0090,
  "smiles": "NCN.SS",
  "homo_lumo_gap_ev": 9.20,
  "e_tot_ev": -25816.393,
  "symbols": ["N", "C", "N", "H", "H", "H", "H", "H", "H", "S", "S", "H", "H"],
  "xyz": [[-1.49493, 2.62751, -0.78961], [-1.29763, 2.52846, 0.65663], [-2.12256, 1.41699, 1.31833], [-1.80510, 3.57924, -0.89283], [-2.29710, 1.98014, -1.08352], [-1.43991, 3.43635, 1.13555], [-0.26549, 2.15858, 0.88672], [-2.38858, 1.74454, 2.26828], [-1.66763, 0.53622, 1.29351], [1.16650, -0.98668, 0.45289], [1.42157, -2.36607, -1.09008], [0.25808, -1.85600, 0.99054], [1.30484, -1.41721, -2.04405]]
}

---

Question: What is the formula in the first record?
Answer: C15H20N2OS